Entry 1:
Molecular formula: C18H47CrNO4Si2
Method: DFT, ωB97M-V with the def2-TZVPD basis set

Geometry as XYZ:
```
73
Properties=species:S:1:pos:R:3:mulliken_charge:R:1
O 2.61 -0.99 1.17 -0.208
O 0.78 -2.83 1.73 0.654
C 3.22 -0.59 -0.07 -0.195
C 3.37 0.89 -0.36 -1.371
H 2.61 -1.05 -0.85 0.198
H 4.23 -1.05 -0.10 0.377
H 2.45 1.49 -0.21 0.144
H 3.67 0.96 -1.43 0.371
H 4.20 1.32 0.22 0.461
C 2.63 -0.11 2.32 0.105
C 3.43 -0.70 3.43 -1.574
H 1.59 0.00 2.61 0.007
H 2.98 0.86 1.98 0.654
H 3.05 -1.72 3.65 0.189
H 3.30 -0.09 4.31 0.420
H 4.50 -0.75 3.13 0.370
C -0.14 -3.13 2.83 -0.275
C 1.59 -3.87 1.15 -0.138
C -0.25 -1.95 3.76 -0.895
H 0.36 -4.00 3.33 0.400
H -1.13 -3.39 2.39 0.244
H 0.77 -1.66 4.13 0.179
H -0.89 -2.31 4.60 0.479
H -0.77 -1.08 3.30 0.109
C 2.78 -4.17 2.01 -1.277
H 1.90 -3.52 0.16 0.171
H 0.97 -4.72 1.08 0.583
H 3.46 -3.32 2.09 0.163
H 3.28 -4.98 1.48 0.453
H 2.54 -4.51 3.02 0.384
H 0.93 -1.98 1.23 -0.240
Cr -1.40 1.25 -0.79 -1.497
C -0.40 -0.14 0.06 2.570
Si -1.33 -1.45 -0.95 0.434
H -0.53 -0.29 1.16 -0.215
H 0.67 -0.24 -0.04 -1.727
C -0.24 -1.95 -2.41 -1.091
C -2.97 -0.54 -1.35 -0.757
C -1.95 -3.05 -0.24 -1.117
C -0.84 1.66 -2.71 -0.579
Si -1.72 3.25 -3.19 0.389
H -1.04 0.90 -3.47 0.321
H 0.26 1.84 -2.72 0.348
C -3.17 2.82 -4.26 -1.136
C -0.52 4.25 -4.19 -1.276
C -2.25 4.25 -1.73 -0.837
H -2.58 -3.55 -0.98 0.466
H -2.52 -2.87 0.67 0.239
H -1.12 -3.73 -0.01 0.094
H 0.05 -1.09 -3.05 0.261
H -0.75 -2.70 -3.04 0.417
H 0.68 -2.39 -2.02 0.295
H -3.09 0.59 -1.43 0.166
H -3.70 -0.82 -0.57 0.348
H -3.34 -0.94 -2.31 0.458
H 0.30 3.63 -4.56 0.330
H -0.07 5.05 -3.60 0.311
H -1.02 4.69 -5.06 0.347
H -1.45 4.33 -0.98 0.097
H -3.15 3.85 -1.24 0.206
H -2.50 5.25 -2.08 0.440
H -3.29 3.61 -5.00 0.343
H -4.11 2.77 -3.68 0.284
H -3.08 1.86 -4.78 0.326
N -2.31 1.90 0.97 -0.113
C -1.46 2.88 1.68 -0.733
C -0.02 2.69 1.20 0.705
O 0.89 2.80 2.02 -0.755
O 0.09 2.36 -0.05 -0.456
H -3.21 2.37 0.82 0.299
H -2.55 1.18 1.65 0.239
H -1.75 3.92 1.42 0.309
H -1.53 2.74 2.77 0.304
```

Computed properties:
Highest occupied orbital energy (spin up / spin down): -0.1501 / -0.2477 hartree
Multiplicity: 5
Gap between HOMO and LUMO (spin up / spin down): 4.10 / 6.74 eV

Entry 2:
Molecular formula: C18H47F5InN6O2P2
Method: DFT, ωB97M-V with the def2-TZVPD basis set

Geometry as XYZ:
```
81
Properties=species:S:1:pos:R:3:mulliken_charge:R:1
C -1.82 -1.65 4.91 -1.255
In -1.51 -2.69 2.93 0.828
C 0.47 -2.17 1.97 -1.223
C 1.31 -1.15 2.82 -0.041
C 2.12 -1.97 3.83 -1.125
C 3.15 -1.18 4.63 0.830
F 4.14 -2.06 4.98 -0.358
F 3.77 -0.23 3.90 -0.304
C 2.62 -0.54 5.96 0.675
F 1.51 -1.06 6.40 -0.237
F 3.55 -0.77 6.92 -0.302
F 2.55 0.78 5.88 -0.272
H -1.40 -2.26 5.71 0.237
H -1.33 -0.66 4.88 0.219
H -2.89 -1.47 5.05 0.319
H -1.57 -4.47 3.28 -0.413
H -2.90 -2.35 1.84 -0.443
H 1.05 -3.11 1.95 0.488
H 0.35 -1.84 0.93 0.334
H 1.92 -0.58 2.11 0.275
H 0.57 -0.49 3.30 0.187
H 1.46 -2.53 4.50 0.281
H 2.67 -2.73 3.26 0.396
O 1.92 -1.40 -1.38 -0.715
P 2.88 -1.18 -2.53 0.643
N 4.34 -1.59 -1.73 0.360
C 5.05 -0.76 -0.77 -1.074
C 4.49 -3.01 -1.45 -1.216
N 2.52 0.50 -2.77 0.222
C 3.36 1.60 -2.36 -1.063
C 1.12 0.86 -2.54 -1.318
N 3.77 -1.16 -4.03 0.018
C 5.19 -0.94 -4.24 -0.901
C 2.98 -1.20 -5.25 -1.185
H 6.08 -1.10 -0.68 0.399
H 4.58 -0.77 0.22 0.255
H 5.13 0.28 -1.10 0.359
H 4.81 -3.54 -2.35 0.267
H 3.56 -3.46 -1.10 0.335
H 5.25 -3.20 -0.68 0.422
H 3.45 1.65 -1.26 0.354
H 2.94 2.55 -2.70 0.350
H 4.35 1.55 -2.81 0.254
H 0.90 1.02 -1.48 0.339
H 0.45 0.08 -2.90 0.357
H 0.86 1.77 -3.09 0.466
H 5.59 -0.14 -3.62 0.276
H 5.38 -0.65 -5.28 0.440
H 5.77 -1.84 -4.04 0.195
H 2.80 -0.18 -5.63 0.335
H 2.01 -1.67 -5.08 0.350
H 3.47 -1.78 -6.04 0.444
O -4.60 -0.13 0.60 -0.801
P -4.27 0.94 -0.42 0.728
N -3.03 1.76 0.44 0.390
C -3.23 2.65 1.56 -1.201
C -1.76 1.03 0.53 -1.350
N -5.85 1.65 -0.46 0.255
C -6.23 2.89 0.18 -1.091
C -6.96 0.70 -0.31 -1.068
N -3.85 1.90 -1.82 0.122
C -3.22 3.20 -1.86 -0.823
C -4.36 1.44 -3.10 -1.185
H -2.34 3.28 1.69 0.405
H -3.42 2.12 2.50 0.332
H -4.04 3.36 1.39 0.373
H -1.22 1.13 -0.42 0.284
H -1.90 -0.04 0.72 0.291
H -1.11 1.41 1.31 0.439
H -6.15 2.83 1.27 0.357
H -7.26 3.15 -0.06 0.369
H -5.63 3.73 -0.18 0.227
H -7.15 0.45 0.74 0.314
H -6.74 -0.23 -0.84 0.315
H -7.87 1.10 -0.75 0.356
H -3.59 3.88 -1.10 0.231
H -3.40 3.68 -2.83 0.484
H -2.13 3.12 -1.74 0.079
H -5.31 1.93 -3.35 0.322
H -4.54 0.36 -3.08 0.359
H -3.65 1.62 -3.91 0.424
```

Computed properties:
Highest occupied orbital energy: -0.1581 hartree
Multiplicity: 1
Charge: -1
Gap between HOMO and LUMO: 5.82 eV

Entry 3:
Molecular formula: C18H48AsF6O18S6
Method: DFT, ωB97M-V with the def2-TZVPD basis set

Geometry as XYZ:
```
97
Properties=species:S:1:pos:R:3:mulliken_charge:R:1
As 0.08 1.38 0.54 1.994
F 0.98 -0.04 1.16 -0.470
F -0.78 1.31 2.10 -0.511
F -0.87 2.83 0.18 -0.491
F 0.91 1.34 -1.07 -0.416
F -1.22 0.25 0.01 -0.489
F 1.42 2.44 1.25 -0.498
O -6.02 -1.56 -4.55 -0.619
S -5.73 -2.28 -3.28 1.113
O -4.83 -3.38 -3.10 -0.505
O -5.57 -1.14 -2.10 -0.292
C -5.52 -1.67 -0.78 -0.404
C -4.98 -0.52 0.12 -1.037
C -7.41 -2.88 -2.77 -1.017
H -4.96 -2.60 -0.67 0.402
H -6.56 -1.88 -0.54 0.367
H -5.66 0.33 0.16 0.306
H -4.07 -0.10 -0.30 0.220
H -4.85 -0.86 1.15 0.371
H -8.02 -2.12 -2.30 0.345
H -7.33 -3.72 -2.08 0.341
H -7.97 -3.23 -3.64 0.371
O 5.59 -3.55 0.59 -0.608
S 4.98 -2.29 0.93 1.167
O 5.39 -1.50 2.09 -0.618
O 5.07 -1.27 -0.42 -0.411
C 4.63 0.08 -0.34 0.636
C 4.72 0.70 -1.70 -1.082
C 3.15 -2.54 0.89 -0.973
H 5.25 0.56 0.42 0.377
H 3.57 0.05 -0.12 -0.350
H 4.21 1.66 -1.60 0.360
H 4.38 -0.02 -2.44 -0.116
H 5.73 1.04 -1.93 0.488
H 2.64 -1.79 1.49 0.124
H 2.92 -3.50 1.36 0.615
H 2.79 -2.73 -0.13 0.282
O 0.10 -5.56 -2.02 -0.627
S -0.89 -4.64 -1.43 1.158
O -2.31 -4.92 -1.45 -0.585
O -0.45 -4.45 0.18 -0.339
C -1.15 -3.50 1.08 0.377
C -0.37 -3.67 2.41 -1.062
C -0.62 -2.90 -1.89 -0.524
H -2.19 -3.83 1.10 0.291
H -1.09 -2.43 0.88 -0.039
H 0.68 -3.42 2.26 0.009
H -0.33 -4.70 2.76 0.378
H -0.71 -2.93 3.14 0.376
H -1.47 -2.28 -1.59 0.151
H -0.51 -2.98 -2.97 0.540
H 0.32 -2.62 -1.42 -0.020
O -5.37 2.43 5.00 -0.638
S -5.06 1.46 3.94 1.086
O -5.90 0.31 3.78 -0.577
O -4.69 2.16 2.49 -0.192
C -4.85 3.60 2.36 -0.276
C -4.02 4.01 1.09 -0.941
C -3.34 0.83 4.22 -0.616
H -4.61 4.17 3.25 0.430
H -5.82 3.94 1.99 0.238
H -4.49 4.13 0.12 0.357
H -3.09 3.47 0.91 0.058
H -3.58 4.99 1.29 0.383
H -3.05 0.77 3.17 -0.031
H -3.38 -0.12 4.76 0.423
H -2.71 1.55 4.73 0.310
O 5.30 5.22 4.20 -0.531
S 4.75 5.02 2.88 1.080
O 5.41 5.52 1.71 -0.493
O 4.55 3.39 2.67 -0.054
C 4.15 2.60 3.69 -0.179
C 3.36 1.43 3.10 -0.749
C 2.90 5.35 2.90 -0.832
H 3.69 3.22 4.46 0.522
H 5.06 2.21 4.15 0.374
H 2.30 1.66 3.18 0.265
H 3.56 0.57 3.75 0.468
H 3.59 1.08 2.10 0.014
H 2.38 5.25 3.85 0.378
H 2.39 4.87 2.07 0.288
H 3.00 6.42 2.73 0.393
O 0.87 -0.82 -5.77 -0.682
S 1.39 -0.42 -4.46 1.015
O 1.19 -1.26 -3.29 -0.370
O 2.98 -0.05 -4.62 -0.254
C 3.76 -1.19 -4.86 -0.351
C 5.18 -0.69 -5.19 -1.173
C 0.87 1.36 -4.12 -0.812
H 3.42 -1.69 -5.77 0.472
H 3.80 -1.94 -4.07 0.298
H 5.52 -0.02 -4.40 0.216
H 5.28 -0.02 -6.05 0.365
H 5.88 -1.49 -5.42 0.369
H 0.99 1.93 -5.03 0.383
H 1.47 1.75 -3.30 0.111
H -0.14 1.11 -3.80 0.400
```

Computed properties:
Highest occupied orbital energy (spin up / spin down): -0.3845 / -0.3845 hartree
Multiplicity: 2
Gap between HOMO and LUMO (spin up / spin down): 9.40 / 2.60 eV